Arrangement i

# C3H9N2

The ion C3H9N2 with charge +1 (ωB97M-V with the def2-TZVPD basis set, the OMol25 dataset).

Properties
HOMO-LUMO gap (spin up / spin down)	7.8 / 9.6	eV
molecular weight	73.12	g/mol
E_HOMO (spin up / spin down)	-0.4837 / -0.5100	Eh
total charge	+1

Cartesian coordinates (Å):
C: -0.03530 0.95197 0.23051
C: 1.07446 0.20992 -0.54598
C: -2.23192 -0.25384 -0.02847
N: -0.98194 -0.08239 0.56573
N: 2.07696 -0.43899 0.21361
H: 0.42474 1.25126 1.27400
H: -0.28397 1.82003 -0.37397
H: 0.78602 -0.47235 -1.42453
H: -2.55675 0.57942 -0.61983
H: -2.02022 -1.33517 -0.42410
H: -2.94975 -0.54009 0.71605
H: 2.18033 0.18238 1.07128
H: 3.06595 -0.26892 -0.26980
H: 1.84647 -1.33165 0.59956

Löwdin atomic charge list, values in e, 8 entries: -0.249, -0.060, -0.123, -0.031, 0.139, 0.153, 0.114, 0.152



Arrangement ii

# C3H9N2

The ion C3H9N2 with charge +1 (ωB97M-V with the def2-TZVPD basis set, the OMol25 dataset).

Properties
structure (SMILES)	C/C(N)=C/[NH3+]
HOMO-LUMO gap	9.4	eV
molecular weight	73.12	g/mol
E_HOMO	-0.4831	Eh
total charge	+1

Cartesian coordinates (Å):
C: 0.50263 -1.41491 1.15019
C: 0.38203 -0.24214 0.34390
N: 1.39992 0.77815 0.17536
C: -0.85061 -0.10359 -0.42266
N: -1.27433 1.03894 -1.16002
H: -0.68033 -1.49003 1.40462
H: 1.09536 -1.13828 2.03640
H: 0.80499 -2.43170 0.90836
H: 2.35257 0.55997 0.73416
H: 1.70544 1.12230 -0.67844
H: -1.57783 -0.88239 -0.35736
H: -2.24583 1.47519 -1.01808
H: -1.10937 0.92741 -2.12317
H: -0.50464 1.80109 -0.99326

Löwdin atomic charge list, values in e, 8 entries: -0.051, -0.323, 0.084, -0.102, 0.150, 0.146, 0.103, 0.102



Arrangement iii

# C3H9N2

A structure of composition C3H9N2 (ωB97M-V with the def2-TZVPD basis set, the OMol25 dataset).

Properties
HOMO-LUMO gap	5.6	eV
molecular weight	73.12	g/mol
E_HOMO	-0.5494	Eh
total charge	+1

Cartesian coordinates (Å):
C: -0.13457 1.19510 0.96918
C: 0.28240 0.52984 -0.38543
C: -0.04811 -1.01220 -0.36879
N: -1.40443 -1.20769 0.04112
N: 1.62153 0.42857 -0.57980
H: 0.39219 2.13172 1.14955
H: -1.20544 1.32701 0.98784
H: 0.13157 0.45098 1.71695
H: -1.22402 -1.24131 -1.06768
H: -1.68840 -2.19241 0.00253
H: -0.15850 1.06548 -1.25917
H: 2.18480 1.27859 -0.77175
H: 0.72703 -1.48758 -1.01046
H: 0.52395 -1.26608 0.57593

Löwdin atomic charge list, values in e, 8 entries: 0.053, -0.388, -0.357, 0.082, 0.402, 0.101, 0.102, 0.103



The data favor arrangement ii; the next most stable structure lies 274.5 kJ/mol above it.